# 1
Entry from the OMol25 dataset: a structure of composition C20H40Cl4F12O18P2V (wB97M-V/def2-TZVPD).

HOMO level (alpha / beta): -10.275 / -10.275 eV
Energy relative to the best compared isomer or geometry (same formula, charge and spin): 12.174 eV
Spin multiplicity: 4

Each line ends with the Mulliken spin population.
Cartesian coordinates (Å):
V: -7.712751 -5.665226 3.332009  3.00
P: -4.581151 -2.504544 4.400730  0.00
F: -3.223963 -3.381818 4.355961  0.00
F: -4.117598 -1.721012 5.769195  0.00
F: -4.026619 -1.254257 3.417981  0.00
F: -6.125187 -1.905778 4.401899  0.00
F: -5.099509 -3.301289 3.067878  0.00
F: -5.336835 -3.691506 5.351536  0.00
P: -5.322560 -9.002611 4.714326  0.00
F: -4.336196 -8.132710 5.718327  0.00
F: -5.019659 -7.751798 3.704908  0.00
F: -4.074196 -9.857976 4.199873  0.00
F: -6.236041 -9.539205 3.485532  0.00
F: -5.752505 -10.153026 5.817235  0.00
F: -6.711088 -8.264069 5.287715  0.00
C: -6.450670 -17.731201 1.968351  0.00
O: -5.110818 -17.379671 2.007933  0.00
C: -4.607444 -16.547539 2.971633  0.00
O: -5.299306 -16.052246 3.890734  0.00
O: -3.242185 -16.555708 2.907990  0.00
C: -2.553447 -15.748675 3.857180  0.00
H: -6.724416 -18.276542 2.871547  0.00
H: -6.726727 -18.348998 1.113818  0.00
H: -7.072921 -16.851781 1.802425  0.00
H: -1.485887 -15.922880 3.722780  0.00
H: -2.734039 -16.041420 4.891488  0.00
H: -2.792663 -14.723399 3.574868  0.00
C: -11.742516 -0.865915 6.630687  0.00
O: -11.034198 -1.937931 5.959581  0.00
C: -10.682589 -3.132873 6.601781  0.00
O: -10.070402 -4.047549 6.078786  0.00
O: -11.131904 -3.050248 7.933614  0.00
C: -10.966042 -4.151771 8.854633  0.00
H: -11.177180 -0.400002 7.437791  0.00
H: -12.687977 -1.245899 7.017751  0.00
H: -12.015476 -0.167174 5.839895  0.00
H: -9.934872 -4.262986 9.189915  0.00
H: -11.245040 -5.100535 8.396263  0.00
H: -11.598407 -4.095917 9.740690  0.00
C: -4.033758 -6.724477 -0.948733  0.00
O: -5.127800 -7.109897 -1.817914  0.00
C: -6.389982 -7.015904 -1.504788  0.00
O: -6.740659 -6.718545 -0.353933  0.00
O: -7.117764 -7.372843 -2.610110  0.00
C: -8.512546 -7.448341 -2.754118  0.00
H: -4.019613 -7.372509 -0.072403  0.00
H: -3.988955 -5.693341 -0.598236  0.00
H: -3.058289 -6.857854 -1.416479  0.00
H: -8.653890 -7.864549 -3.751564  0.00
H: -9.061392 -6.516920 -2.615090  0.00
H: -8.920194 -8.104879 -1.985428  0.00
C: -9.141398 -14.839329 -5.292029  0.00
O: -9.382110 -14.386774 -4.010651  0.00
C: -8.351793 -13.676361 -3.402933  0.00
O: -7.334183 -13.270409 -4.018105  0.00
O: -8.570813 -13.597945 -2.042271  0.00
C: -7.625236 -12.951517 -1.123857  0.00
H: -8.485852 -15.710055 -5.277547  0.00
H: -8.591574 -14.118486 -5.897162  0.00
H: -10.124946 -15.031059 -5.720934  0.00
H: -8.110918 -12.668628 -0.189946  0.00
H: -7.383802 -12.000539 -1.598683  0.00
H: -6.764349 -13.554827 -0.835788  0.00
C: 5.377601 -5.458401 3.583474  0.00
O: 4.331263 -5.893434 4.440174  0.00
C: 3.051863 -6.144570 4.019131  0.00
O: 2.575790 -5.849544 2.948443  0.00
O: 2.430652 -6.701991 5.027875  0.00
C: 1.031013 -7.060348 4.960020  0.00
H: 6.276167 -5.085679 4.075154  0.00
H: 5.047733 -4.768546 2.806693  0.00
H: 5.795106 -6.336289 3.090429  0.00
H: 0.367655 -6.812429 4.131410  0.00
H: 0.692647 -6.601787 5.889170  0.00
H: 1.066209 -8.149294 4.992413  0.00
C: -12.128968 -9.600346 4.841815  0.00
O: -11.975569 -10.054854 3.493524  0.00
C: -11.290297 -9.354620 2.523966  0.00
O: -10.564371 -8.433708 2.767691  0.00
O: -11.468430 -9.981362 1.248736  0.00
C: -12.478632 -10.884678 1.014398  0.00
H: -12.720865 -10.365498 5.344093  0.00
H: -12.627808 -8.637009 4.735788  0.00
H: -11.152828 -9.498309 5.316001  0.00
H: -13.477714 -10.484609 1.187260  0.00
H: -12.367190 -11.755636 1.660250  0.00
H: -12.235637 -11.121439 -0.021458  0.00
C: -2.328434 -12.066878 8.510960  0.00
Cl: -2.974372 -13.614286 9.048776  0.00
Cl: -0.703823 -11.803798 9.288865  0.00
H: -2.321245 -11.991603 7.423585  0.00
H: -2.951741 -11.254334 8.884280  0.00
C: -4.498248 -5.239998 9.962105  0.00
Cl: -5.550603 -4.196064 10.860922  0.00
Cl: -3.811017 -6.517398 11.130998  0.00
H: -5.043111 -5.856974 9.247572  0.00
H: -3.735136 -4.605109 9.511902  0.00

Cartesian forces (eV/Å) of the 2 atoms listed first:
V 1.69 -0.49 0.81
P -0.73 0.73 0.69


# 2
Entry from the OMol25 dataset: a structure of composition C2H3Cl2F3 (wB97M-V/def2-TZVPD).

HOMO level: -10.156 eV
Spin multiplicity: 1

Each line ends with the Mulliken charge.
Cartesian coordinates (Å):
C: 0.736855 -0.731471 -1.060790  0.14
C: -0.442258 -0.246429 -0.227070  0.08
H: -0.157086 2.280594 2.579937  0.23
H: 0.510624 -1.662363 -1.590477  0.30
H: -1.289517 0.004438 -0.870259  0.32
F: 1.813085 -0.912991 -0.268289  -0.24
F: 1.023002 0.240463 -1.964432  -0.24
F: -0.062023 0.851743 0.468452  -0.16
Cl: -1.167933 1.695841 2.044838  -0.28
Cl: -0.964750 -1.519826 0.888089  -0.15

Cartesian forces (eV/Å) of the 2 atoms listed first:
C -0.26 -0.17 0.00
C 0.06 -0.18 -0.29


# 3
Entry from the OMol25 dataset: a structure of composition C21H29FeGeN4O9S (wB97M-V/def2-TZVPD).

HOMO level (alpha / beta): -7.953 / -7.953 eV
Spin multiplicity: 6

Each line ends with the Mulliken spin population.
Cartesian coordinates (Å):
Fe: -0.295774 0.547072 -0.858794  4.02
O: 1.522702 3.614752 -0.203393  0.02
C: 0.759962 2.625518 0.222862  0.05
O: -0.278809 2.293023 -0.326735  -0.03
C: 1.267155 1.994305 1.504111  0.02
O: 0.688921 0.725933 1.566740  0.01
C: 1.504292 -0.462769 1.656116  -0.01
C: 2.851655 0.017287 -0.428171  0.01
O: 3.920639 -0.107746 -0.982819  0.01
O: 1.806145 0.618008 -0.820980  0.06
H: 1.207510 3.934707 -1.061078  0.00
H: 0.934897 2.598304 2.354960  0.00
H: 2.356217 1.970941 1.490964  0.00
H: 0.905087 -1.179638 1.109748  0.01
H: 1.809706 -2.020249 3.047318  0.00
N: 5.988551 -2.863382 2.178991  0.00
C: 5.697701 -1.808611 2.988240  0.00
O: 6.432929 -1.475999 3.902362  0.00
C: 4.397010 -1.124151 2.722573  0.00
C: 3.816542 -0.423498 3.855671  0.00
C: 2.504383 -0.254367 4.006630  0.00
C: 1.546600 -0.958424 3.097705  0.00
N: 2.799123 -0.380976 1.005999  0.00
C: 3.914732 -1.042915 1.461809  0.00
H: 6.862881 -3.338425 2.319265  0.00
H: 5.389158 -3.152260 1.429760  0.00
H: 4.535937 -0.060700 4.580034  0.00
H: 2.100808 0.309374 4.838454  0.00
H: 0.523797 -0.868839 3.463784  0.00
H: 4.533830 -1.375201 0.636504  0.00
C: -3.135676 1.652832 -5.033084  0.05
Ge: -2.121292 0.529927 -3.733005  -0.04
C: -1.336670 -0.943968 -4.779912  0.00
C: -3.420215 -0.088958 -2.365747  0.04
C: -0.823729 1.647173 -2.824033  0.63
H: -3.914128 1.065098 -5.518664  0.00
H: -2.465587 2.030873 -5.804836  0.00
H: -3.604480 2.506518 -4.544533  0.00
H: -2.075046 -1.727349 -4.951635  0.00
H: -0.480662 -1.358757 -4.255328  0.00
H: -1.004923 -0.578002 -5.751011  0.00
H: -4.236245 -0.673819 -2.787796  0.00
H: -3.855815 0.769353 -1.850797  0.01
H: -2.906854 -0.699737 -1.622750  -0.01
H: -1.157168 2.594670 -2.410223  0.01
H: 0.206277 1.657839 -3.171084  0.01
C: -1.129507 -3.518544 -1.960124  0.00
S: -0.192185 -2.287861 -1.069503  -0.02
O: 0.793285 -2.988626 -0.289016  0.01
O: 0.336685 -1.347065 -2.067732  0.05
O: -1.154571 -1.518866 -0.227778  0.04
H: -0.405812 -4.174449 -2.435233  0.00
H: -1.741932 -3.010505 -2.699432  0.00
H: -1.738102 -4.069482 -1.249624  0.00
N: -4.741702 -1.214819 3.840821  0.00
C: -4.242465 -0.416941 3.182616  0.00
C: -3.653261 0.597242 2.367637  0.00
C: -4.107089 1.914082 2.439862  0.00
C: -3.516270 2.854856 1.615987  0.00
C: -2.504179 2.455402 0.759285  0.03
N: -2.062960 1.199326 0.698465  0.02
C: -2.618847 0.287692 1.487547  0.00
H: -4.906350 2.180712 3.117447  0.00
H: -3.841635 3.884586 1.633232  0.00
H: -2.015657 3.156895 0.095483  0.00
H: -2.229518 -0.718401 1.405870  0.00

Cartesian forces (eV/Å) of the 2 atoms listed first:
Fe 0.07 -3.85 -1.08
O -0.40 -0.22 0.23


# 4
Entry from the OMol25 dataset: an isolated molecule of C5H14N2 (wB97M-V/def2-TZVPD).

HOMO level: -8.307 eV
Energy relative to the best compared isomer or geometry (same formula, charge and spin): 0.998 eV
Spin multiplicity: 1

Each line ends with the Mulliken charge.
Cartesian coordinates (Å):
N: 2.345159 -0.904415 0.087325  -0.70
C: 0.870809 -0.886086 0.288128  0.58
C: 0.473047 -1.329449 1.704321  -1.51
C: 0.360216 0.509770 -0.031678  -1.17
N: -1.019138 0.499495 -0.505270  0.12
C: -1.142972 0.719052 -1.917976  -1.14
C: -1.902073 1.347203 0.243906  -1.08
H: 2.778342 -0.673268 0.974222  0.24
H: 2.654968 -1.834031 -0.177761  0.27
H: 0.398850 -1.557271 -0.416713  0.29
H: -0.497431 -1.834387 1.669931  0.33
H: 1.226230 -2.003768 2.090042  0.46
H: 0.388582 -0.492231 2.400974  0.30
H: 0.439207 1.162341 0.840457  0.53
H: 1.051402 0.950046 -0.760749  0.37
H: -0.539006 0.005462 -2.471692  0.31
H: -0.908343 1.754745 -2.210093  0.38
H: -2.177758 0.592386 -2.233648  0.36
H: -1.849682 1.116445 1.307513  0.33
H: -1.730512 2.421195 0.075149  0.38
H: -2.955388 1.183467 0.000827  0.33

Cartesian forces (eV/Å) of the 2 atoms listed first:
N -0.54 -0.07 0.00
C 0.75 0.25 0.50


What is the formula in the third record? C21H29FeGeN4O9S


Look up the spin multiplicity of the first one. 4


Which value of spin multiplicity does entry 3 give? 6